91
Properties=species:S:1:pos:R:3:mulliken_charge:R:1 method="wB97M-V/def2-TZVPD" homo_energy_ev=-14.04 homo_lumo_gap_ev=6.5 charge=+2
Hf 23.73 11.28 -14.93 1.155
B 22.52 13.03 -16.22 1.797
H 22.93 12.19 -16.83 0.037
H 22.05 13.85 -16.85 -0.645
H 21.74 12.55 -15.59 -0.396
H 23.37 13.37 -15.57 0.588
Cl 25.20 13.05 -13.49 -0.397
C 17.91 14.34 -17.69 -0.526
C 19.18 14.91 -17.77 -0.518
C 19.78 15.36 -16.58 -0.130
C 19.10 15.29 -15.37 -0.089
C 17.86 14.74 -15.34 -0.246
C 17.25 14.25 -16.49 -0.722
N 19.74 15.71 -14.12 1.072
O 20.97 15.83 -14.18 -0.598
O 19.11 15.92 -13.11 -0.578
H 17.44 13.96 -18.59 0.431
H 19.71 15.10 -18.69 0.480
H 20.78 15.77 -16.69 0.409
H 17.29 14.85 -14.43 0.509
H 16.31 13.71 -16.50 0.468
O 19.61 9.51 -15.04 -0.607
S 20.50 9.87 -16.10 0.826
O 21.88 10.21 -15.79 -0.474
O 20.51 8.71 -17.18 -0.135
C 19.24 8.19 -17.66 -0.195
C 19.24 6.69 -17.61 -1.302
C 19.72 11.28 -17.00 -0.484
H 19.40 8.47 -18.71 0.285
H 18.29 8.63 -17.38 0.448
H 19.02 6.22 -16.65 0.334
H 20.23 6.35 -17.89 0.278
H 18.58 6.25 -18.36 0.401
H 19.79 12.20 -16.42 -0.229
H 18.67 11.01 -17.06 0.686
H 20.26 11.36 -17.94 0.174
O 22.06 12.23 -13.41 -0.528
S 21.02 12.47 -12.40 0.983
O 19.65 12.69 -12.81 -0.602
O 21.00 11.22 -11.39 -0.250
C 20.02 10.15 -11.60 0.193
C 20.21 9.21 -10.40 -1.287
C 21.57 13.78 -11.26 -1.090
H 20.23 9.71 -12.58 0.052
H 19.00 10.51 -11.63 0.283
H 21.20 8.77 -10.27 0.323
H 19.46 8.42 -10.37 0.397
H 19.99 9.83 -9.53 0.334
H 22.26 13.33 -10.55 0.409
H 20.78 14.09 -10.56 0.393
H 21.92 14.62 -11.86 0.371
O 25.91 8.07 -17.08 -0.615
S 24.88 8.94 -17.57 0.945
O 24.18 9.93 -16.73 -0.613
O 25.54 9.78 -18.78 -0.181
C 26.26 9.03 -19.80 -0.505
C 25.45 8.98 -21.09 -0.873
C 23.63 7.91 -18.40 -0.937
H 26.57 8.04 -19.49 0.452
H 27.18 9.62 -19.92 0.376
H 25.90 8.37 -21.88 0.409
H 25.31 9.96 -21.54 0.143
H 24.46 8.56 -20.95 0.231
H 23.34 7.17 -17.65 0.445
H 24.10 7.42 -19.25 0.501
H 22.74 8.45 -18.68 0.191
O 25.68 12.63 -19.11 -0.683
S 25.72 13.08 -17.74 1.288
O 25.24 12.22 -16.65 -0.462
O 27.26 13.45 -17.34 -0.191
C 28.10 14.15 -18.27 -0.093
C 29.21 14.84 -17.44 -1.194
C 24.99 14.71 -17.54 -0.891
H 27.57 14.93 -18.83 0.287
H 28.45 13.39 -18.97 0.325
H 29.36 14.35 -16.48 0.296
H 28.86 15.87 -17.33 0.321
H 30.18 14.80 -17.92 0.347
H 25.47 15.36 -18.27 0.579
H 25.25 15.07 -16.54 0.354
H 23.94 14.60 -17.75 -0.001
C 22.58 13.78 -21.06 -0.564
C 23.24 12.70 -21.91 0.125
O 22.78 11.56 -21.22 -0.329
C 22.57 11.86 -19.94 0.246
O 22.26 11.12 -19.04 -0.406
O 22.63 13.17 -19.78 -0.200
F 24.60 12.72 -21.82 -0.251
H 21.56 13.91 -21.43 0.334
H 23.19 14.67 -21.11 0.360
H 23.08 12.61 -22.98 0.346


73
Properties=species:S:1:pos:R:3:mulliken_charge:R:1 method="wB97M-V/def2-TZVPD" homo_energy_ev=-9.16 smiles="CCC[C@@H](N)[C@H](Br)OC.CC(C)=O.CC(C)=O.CC(C)=O.CC(C)=O.CC(C)=O" homo_lumo_gap_ev=9.6 charge=0
C -2.45 1.50 -1.93 -1.076
C -3.03 0.10 -2.11 -0.270
C -2.04 -0.94 -2.63 -1.012
C -0.68 -0.97 -1.93 0.374
N -0.49 -2.21 -1.20 -0.590
C 0.44 -0.65 -2.93 -0.468
Br 0.70 -2.11 -4.21 -0.186
O 1.63 -0.32 -2.28 -0.162
C 1.98 1.04 -2.50 -0.979
H -1.78 1.52 -1.08 0.261
H -1.90 1.83 -2.81 0.225
H -3.25 2.20 -1.69 0.430
H -3.83 0.17 -2.84 0.393
H -3.50 -0.24 -1.19 0.089
H -2.48 -1.93 -2.51 0.302
H -1.91 -0.81 -3.71 0.457
H -0.58 -0.17 -1.21 0.282
H 0.26 -2.13 -0.52 0.219
H -0.33 -3.00 -1.82 0.339
H 0.11 0.19 -3.54 0.218
H 1.19 1.72 -2.16 0.299
H 2.14 1.25 -3.56 0.449
H 2.89 1.25 -1.96 0.372
C -4.69 -1.30 2.67 -0.951
C -3.92 -0.09 2.20 0.872
C -4.21 1.22 2.90 -1.146
O -3.11 -0.17 1.30 -0.536
H -4.39 -2.17 2.09 0.277
H -4.48 -1.47 3.73 0.099
H -5.76 -1.14 2.55 0.411
H -3.99 1.13 3.96 0.327
H -5.27 1.48 2.78 0.336
H -3.60 2.00 2.47 0.295
C 2.53 5.71 -5.37 -1.214
C 2.07 4.40 -4.79 0.843
C 0.93 3.70 -5.49 -0.634
O 2.59 3.93 -3.80 -0.508
H 3.35 6.11 -4.78 0.315
H 2.87 5.57 -6.40 0.320
H 1.70 6.43 -5.37 0.331
H 1.21 3.48 -6.52 0.328
H 0.05 4.34 -5.50 0.344
H 0.70 2.77 -4.98 -0.110
C 3.58 -2.47 1.50 -1.125
C 4.44 -2.65 0.27 0.803
C 3.73 -2.55 -1.06 -0.458
O 5.63 -2.84 0.35 -0.579
H 4.20 -2.53 2.39 0.302
H 3.09 -1.50 1.46 0.219
H 2.82 -3.25 1.55 0.393
H 3.26 -1.57 -1.16 -0.164
H 2.96 -3.32 -1.13 0.301
H 4.45 -2.69 -1.87 0.349
C 2.93 3.05 1.20 -0.923
C 3.91 2.54 2.22 0.828
C 4.90 1.50 1.74 -0.725
O 3.92 2.94 3.36 -0.559
H 2.28 3.79 1.67 0.323
H 3.45 3.51 0.36 0.324
H 2.32 2.23 0.82 0.137
H 5.50 1.90 0.93 0.337
H 4.36 0.62 1.38 -0.071
H 5.55 1.21 2.56 0.325
C -3.95 -4.59 7.13 -1.125
C -3.61 -3.51 6.13 0.853
C -2.97 -3.95 4.84 -0.970
O -3.85 -2.34 6.34 -0.544
H -4.41 -4.14 8.01 0.308
H -4.65 -5.30 6.69 0.314
H -3.05 -5.12 7.43 0.327
H -3.64 -4.63 4.30 0.308
H -2.03 -4.47 5.03 0.372
H -2.78 -3.08 4.22 0.157


93
Properties=species:S:1:pos:R:3:mulliken_charge:R:1 method="wB97M-V/def2-TZVPD" homo_energy_ev=-6.64 homo_lumo_gap_ev=2.4 charge=0
C 0.82 1.29 4.58 -1.677
C 1.72 2.34 3.86 -0.680
N 3.00 1.72 3.62 0.599
C 4.09 2.17 4.51 -0.618
C 4.99 1.01 4.99 -1.235
P 4.20 -0.71 4.89 1.233
O 5.78 -1.45 4.69 -0.436
C 5.60 -2.84 4.70 -0.483
C 4.33 -3.07 3.89 -0.352
O 3.39 -2.26 4.59 -0.584
C 3.35 1.73 2.24 0.280
C 2.58 0.73 1.38 -0.895
O 4.18 2.45 1.75 -0.575
H -0.24 1.54 4.43 0.482
H 1.07 1.27 5.64 0.338
H 1.02 0.32 4.14 0.546
H 1.25 2.65 2.91 0.438
H 1.79 3.24 4.48 0.366
H 3.64 2.62 5.40 0.351
H 4.68 2.96 4.05 0.363
H 5.96 1.02 4.50 0.310
H 5.20 1.19 6.05 0.473
H 4.05 -0.49 3.45 -0.670
H 2.88 -0.19 5.25 -0.310
H 4.37 -1.00 6.30 -0.151
H 5.30 -3.13 5.72 0.292
H 6.48 -3.42 4.41 0.342
H 3.94 -4.09 3.89 0.306
H 4.42 -2.68 2.87 0.183
H 3.20 -0.15 1.26 0.281
H 1.67 0.43 1.92 0.128
H 2.28 1.18 0.44 0.362
K -1.53 1.55 3.05 0.983
O -2.37 5.87 5.08 -0.305
H -1.65 6.12 4.47 0.499
H -3.28 5.99 4.63 0.173
H -2.33 6.39 5.92 0.379
C -7.05 0.23 -0.68 -0.615
O -6.37 -0.08 -1.90 -0.289
C -5.11 0.34 -1.95 0.812
O -4.53 0.94 -1.08 -0.597
O -4.61 0.00 -3.13 -0.274
C -3.25 0.37 -3.35 -0.666
H -8.06 -0.17 -0.78 0.225
H -6.56 -0.25 0.16 0.273
H -7.11 1.30 -0.53 0.275
H -2.60 -0.11 -2.63 0.316
H -3.14 1.46 -3.31 0.363
H -2.99 0.03 -4.34 0.176
C -3.93 9.36 4.60 -1.184
C -3.45 8.52 5.74 0.926
O -4.09 7.55 6.15 -0.587
C -2.13 8.89 6.37 -1.206
H -4.89 8.99 4.25 0.312
H -4.06 10.40 4.93 0.405
H -3.21 9.33 3.78 0.307
H -2.19 9.91 6.77 0.392
H -1.33 8.85 5.63 0.344
H -1.90 8.21 7.20 0.397
C -5.48 4.72 3.91 -0.217
Cl -4.53 5.96 3.02 -0.172
Cl -5.45 3.15 3.10 -0.092
H -5.08 4.61 4.91 0.293
H -6.51 5.06 3.97 0.348
C -4.63 -3.21 -6.44 -1.208
C -4.21 -3.62 -5.04 0.023
O -3.03 -4.43 -5.06 -0.322
C -1.87 -3.78 -5.21 0.167
O -1.74 -2.60 -5.31 -0.523
C -0.71 -4.78 -5.19 1.100
F -0.97 -5.82 -5.97 -0.239
F -0.52 -5.22 -3.93 -0.291
F 0.40 -4.20 -5.60 -0.228
H -4.76 -4.10 -7.06 0.339
H -5.57 -2.66 -6.41 0.393
H -3.87 -2.58 -6.91 0.315
H -4.98 -4.23 -4.58 0.334
H -4.05 -2.75 -4.40 0.119
N 2.22 -6.63 -6.94 -0.152
S 3.33 -7.75 -6.78 0.973
O 4.51 -7.58 -7.57 -0.543
O 2.83 -9.08 -6.61 -0.603
F 3.80 -7.34 -5.31 -0.288
S 1.45 -6.58 -8.32 1.090
O 0.69 -5.37 -8.43 -0.601
O 0.81 -7.79 -8.73 -0.618
F 2.60 -6.37 -9.40 -0.259
C 6.69 -5.42 -9.54 -0.853
C 5.63 -4.85 -8.72 0.421
N 4.80 -4.41 -8.07 -0.376
H 6.84 -6.47 -9.30 0.259
H 6.44 -5.34 -10.60 0.269
H 7.63 -4.89 -9.38 0.304


89
Properties=species:S:1:pos:R:3:mulliken_charge:R:1 method="wB97M-V/def2-TZVPD" homo_energy_ev=-11.40 homo_lumo_gap_ev=8.0 charge=+1
N 7.37 -1.65 0.10 -0.657
C 6.24 -2.00 -0.31 0.147
C 5.04 -1.00 -0.18 -0.473
C 4.05 -1.03 -1.36 0.336
N 2.98 -1.86 -1.62 -0.565
C 2.47 -1.35 -2.80 0.713
N 1.38 -1.87 -3.36 -0.016
S 0.68 -3.26 -2.54 -0.151
C 0.70 -1.41 -4.58 -0.068
C -0.84 -1.80 -4.58 -1.066
C -1.51 -0.81 -5.64 -0.830
S -2.04 0.70 -4.75 1.226
O -2.43 1.71 -5.70 -0.661
O -0.98 1.25 -3.90 -0.654
O -3.28 0.31 -3.74 -0.429
N 3.19 -0.29 -3.30 0.298
C 3.10 0.55 -4.48 0.063
O 3.58 0.15 -5.49 -0.463
N 2.51 1.85 -4.49 -0.063
C 2.41 2.41 -3.16 0.565
O 3.31 2.62 -2.45 -0.421
F 1.17 2.72 -2.76 -0.138
N 4.16 -0.12 -2.36 -0.236
H 7.35 -0.69 0.45 0.278
H 6.04 -3.02 -0.72 0.375
H 5.37 0.06 -0.07 0.235
H 4.43 -1.22 0.74 0.229
H 1.74 -4.14 -2.58 0.208
H 1.13 -1.95 -5.47 0.090
H 0.72 -0.31 -4.75 0.148
H -1.00 -2.86 -4.85 0.521
H -1.32 -1.53 -3.60 0.519
H -0.84 -0.58 -6.49 0.443
H -2.46 -1.31 -5.95 0.391
H -2.92 0.46 -2.84 0.369
H 3.13 2.45 -5.05 0.385
H 4.87 0.61 -2.38 0.323
O -7.00 0.23 -0.82 -0.799
P -7.59 1.17 -1.84 1.259
O -6.49 2.40 -1.73 -0.403
C -5.23 2.20 -2.36 -0.333
C -5.34 2.16 -3.87 -0.750
O -8.79 1.74 -0.86 -0.429
C -9.19 1.07 0.33 -0.358
C -8.43 1.62 1.53 -1.096
O -8.32 1.93 -3.15 -0.367
C -9.47 2.78 -3.07 -0.164
C -9.17 4.13 -2.46 -1.020
H -4.77 1.28 -1.98 0.221
H -4.59 3.04 -2.06 0.274
H -5.91 1.29 -4.20 0.288
H -4.36 2.11 -4.33 0.174
H -5.85 3.05 -4.25 0.330
H -9.08 -0.01 0.24 0.353
H -10.25 1.27 0.47 0.347
H -7.35 1.60 1.37 0.286
H -8.65 1.04 2.43 0.380
H -8.70 2.66 1.71 0.287
H -10.29 2.27 -2.56 0.275
H -9.81 2.93 -4.10 0.352
H -8.75 4.06 -1.46 0.235
H -10.09 4.72 -2.39 0.382
H -8.45 4.68 -3.07 0.296
O 5.41 -2.16 3.99 -0.717
P 4.56 -1.97 5.24 1.142
O 5.11 -0.43 5.54 -0.321
C 4.56 0.63 4.76 -0.129
C 3.09 0.87 5.07 -1.038
O 5.58 -2.81 6.23 -0.423
C 6.52 -3.76 5.73 -0.346
C 7.87 -3.11 5.48 -1.111
O 3.52 -1.73 6.55 -0.354
C 3.79 -2.14 7.89 -0.179
C 4.84 -1.28 8.58 -0.988
H 4.69 0.41 3.69 0.074
H 5.13 1.53 4.99 0.318
H 2.48 0.01 4.78 0.292
H 2.72 1.75 4.53 0.410
H 2.94 1.02 6.14 0.220
H 6.14 -4.27 4.84 0.336
H 6.63 -4.53 6.50 0.341
H 7.78 -2.23 4.85 0.280
H 8.55 -3.81 5.00 0.381
H 8.30 -2.78 6.42 0.308
H 4.04 -3.20 7.93 0.269
H 2.85 -2.03 8.44 0.357
H 5.78 -1.27 8.05 0.218
H 5.02 -1.66 9.59 0.377
H 4.50 -0.25 8.65 0.292


72
Properties=species:S:1:pos:R:3:mulliken_spin:R:1 method="wB97M-V/def2-TZVPD" homo_energy_ev="-16.87 / -16.86" homo_lumo_gap_ev="4.1 / 4.2" charge=+3 spin_multiplicity=2
V -0.03 0.01 -0.26 1.160
P -0.09 -2.34 -0.45 -0.079
P -0.07 2.33 -0.27 -0.090
N 0.15 0.09 -2.18 -0.018
C 0.01 -2.38 -2.31 0.023
H 0.62 -3.24 -2.62 0.003
H -1.02 -2.52 -2.71 0.001
C 0.56 -1.13 -2.92 0.009
H 1.68 -1.19 -3.10 -0.006
H 0.14 -0.96 -3.97 -0.005
C 0.57 1.34 -2.83 -0.001
H 0.12 1.28 -3.87 -0.005
H 1.69 1.40 -3.05 -0.004
C 0.09 2.57 -2.11 0.023
H -0.91 2.83 -2.51 0.001
H 0.78 3.41 -2.30 0.004
C 1.35 3.29 0.45 0.002
C 1.46 3.04 1.96 -0.006
H 2.52 2.93 2.24 0.001
H 0.93 2.13 2.29 0.006
H 1.06 3.89 2.54 -0.001
C -1.65 3.10 0.23 0.024
C -1.78 3.13 1.76 -0.006
H -2.84 3.26 2.02 0.001
H -1.23 3.98 2.19 0.000
H -1.42 2.20 2.22 0.005
C -1.65 -3.27 -0.07 0.018
C -1.79 -3.64 1.41 -0.001
H -2.71 -4.21 1.54 0.001
H -1.86 -2.74 2.05 0.001
H -0.96 -4.27 1.77 0.000
C 1.39 -3.36 0.05 -0.002
C 1.72 -3.24 1.54 0.006
H 2.54 -3.93 1.78 0.001
H 0.88 -3.51 2.18 0.000
H 2.05 -2.24 1.81 -0.002
C 1.68 0.08 0.67 -0.013
O 2.75 0.12 1.23 0.055
C -1.91 4.48 -0.41 0.002
H -1.24 5.24 -0.01 0.001
H -1.83 4.45 -1.50 0.000
H -2.94 4.77 -0.16 -0.001
C -1.90 -4.50 -0.96 0.002
H -2.90 -4.87 -0.74 -0.001
H -1.86 -4.27 -2.03 0.000
H -1.20 -5.31 -0.75 0.000
C 1.32 -4.83 -0.37 0.002
H 2.31 -5.28 -0.22 0.000
H 0.63 -5.41 0.25 0.000
H 1.07 -4.97 -1.43 0.000
C 1.35 4.79 0.10 0.000
H 0.65 5.34 0.75 0.000
H 2.35 5.19 0.30 0.000
H 1.11 4.99 -0.95 0.000
H 2.22 2.83 -0.04 -0.002
H 2.20 -2.88 -0.51 0.000
H -2.38 2.37 -0.17 -0.003
H -2.40 -2.51 -0.31 0.002
H -0.85 -0.05 -1.57 -0.026
H -1.25 0.22 -0.02 -0.076
C -0.37 2.32 5.12 0.000
C -0.32 0.94 4.49 0.001
N -0.35 0.62 3.25 -0.001
C -0.31 -0.78 3.20 0.002
C -0.24 -1.26 4.49 0.004
N -0.25 -0.13 5.30 0.000
H -1.37 2.48 5.56 0.000
H 0.39 2.39 5.90 0.000
H -0.19 3.07 4.34 0.000
H -0.35 -1.32 2.26 -0.016
H -0.20 -2.27 4.84 0.000
H -0.22 -0.12 6.32 0.000